--- 1 ---
This record from OMol25 describes C19H22N2O3S as an isolated structure. The level of theory is wB97M-V/def2-TZVPD.

Geometry as XYZ:
```
47
Properties=species:S:1:pos:R:3:mulliken_charge:R:1
S 5.596 0.771 0.803 -0.3444
O -3.879 -0.767 -1.497 -0.3295
O -5.344 -1.255 0.712 -0.3790
O -0.394 -0.632 -1.896 -0.4945
N -0.903 1.455 -1.063 0.0954
N 4.065 -1.771 0.334 0.3600
C -3.198 1.920 0.881 -0.4947
C -3.140 1.206 -0.497 0.7337
C 3.409 -2.886 -0.069 -1.2080
C 5.994 -0.571 1.322 -0.2851
C 3.840 0.803 0.311 0.1175
C -4.630 0.455 1.714 0.8454
C 1.918 1.880 -0.486 -0.4990
C -4.027 -1.929 -1.364 -0.8115
C -3.969 0.063 -0.450 0.4332
C 2.042 -0.520 -0.434 -0.2125
C 1.473 0.701 -0.905 0.3862
C -3.921 1.682 1.883 -1.7986
C -2.240 1.446 -1.692 -3.4020
C -6.232 -1.662 1.949 -1.0406
C 5.394 -1.753 0.412 -0.5693
C 0.026 0.265 -1.334 0.1789
C 3.328 -0.561 -0.139 -0.1889
C 3.261 1.983 -0.106 -0.7241
C -4.651 -0.264 0.755 1.0499
H -6.858 -0.942 2.070 0.4821
H 5.947 -1.241 -0.638 0.2713
H -2.598 2.896 0.711 0.1143
H 2.401 -3.166 0.444 0.3520
H 1.546 -1.452 -0.735 0.3981
H -2.411 2.348 -1.855 0.6852
H -6.726 -2.689 1.647 0.2030
H 5.455 -0.890 2.572 0.2436
H 7.063 -0.778 1.316 0.2922
H -3.324 -2.670 -0.672 0.2273
H -5.509 -1.850 2.746 0.3995
H -2.488 0.740 -2.062 1.7344
H 5.791 -2.785 0.563 0.3786
H -3.903 2.294 2.708 0.4922
H -5.354 0.498 2.673 0.0840
H 3.235 -3.201 -1.220 0.3155
H 3.850 2.836 -0.019 0.4820
H -0.657 2.339 -0.456 0.3252
H 1.485 2.922 -1.169 0.2208
H -4.970 -2.400 -1.213 0.3305
H -3.668 -2.405 -2.426 0.1992
H 4.044 -3.756 0.413 0.3505
```

The gap between HOMO and LUMO comes out at 8.16 eV. The lowest unoccupied orbital energy is 0.3 eV.

--- 2 ---
This record from OMol25 describes one molecule with the formula C19H22N2O3S. The level of theory is wB97M-V/def2-TZVPD.

Geometry as XYZ:
```
47
Properties=species:S:1:pos:R:3:mulliken_charge:R:1
S 0.067 -4.309 -0.383 -0.2689
O -0.588 -2.875 4.208 -0.6416
O 0.999 -1.002 -2.241 -0.3977
O 1.390 -1.662 -0.131 -0.5444
N -2.537 -1.922 -2.044 -0.6943
N -0.417 -3.351 2.020 -0.0056
C -0.779 -3.193 0.704 0.3343
C 0.545 -3.228 -1.762 -0.6849
C 1.035 -1.881 -1.258 0.5658
C 0.598 1.255 -2.872 -1.3822
C 1.398 0.354 -1.946 1.7751
C 2.902 0.495 -2.145 -1.5580
C -2.139 -2.102 -0.980 -0.3776
C -1.701 -2.281 0.334 0.5340
C -1.762 0.946 0.366 -0.9819
C 0.181 2.255 0.925 0.4383
C 1.080 3.455 0.772 -0.0118
C 0.486 4.622 -0.005 -1.3782
C -1.394 -0.046 1.265 0.6601
C -2.239 -1.298 1.363 -0.1696
C -0.223 0.122 1.993 -0.1094
C 0.546 1.257 1.824 -1.3039
C -2.264 -1.949 2.745 -0.9009
C -1.017 -2.732 3.088 0.1571
C -0.990 2.083 0.200 -0.3549
H -2.664 0.828 -0.219 0.3792
H -2.429 -1.200 3.521 0.3000
H 1.454 1.368 2.398 0.4155
H -3.092 -2.665 2.791 0.3897
H 1.180 5.461 0.005 0.3999
H 2.003 3.128 0.281 0.1670
H 1.364 -3.749 -2.260 0.4874
H -0.449 4.947 0.445 0.3468
H -0.466 1.086 -2.725 0.3097
H 0.395 -3.923 2.217 0.2588
H 3.171 0.233 -3.165 0.3513
H 3.434 -0.159 -1.458 0.3744
H 0.846 1.038 -3.907 0.4111
H -3.266 -1.036 1.083 0.7356
H 0.097 -0.625 2.702 0.4121
H 3.202 1.521 -1.952 0.3993
H 1.360 3.799 1.772 0.3800
H 1.143 0.554 -0.898 -0.5876
H -1.314 2.831 -0.505 0.3755
H 0.300 4.353 -1.042 0.2429
H 0.827 2.294 -2.658 0.2987
H -0.277 -3.097 -2.464 0.4541
```

The gap between HOMO and LUMO comes out at 8.84 eV. As for the structure (SMILES): CCc1ccc([C@@H]2CC(=O)NC(SCC(=O)OC(C)C)=C2C#N)cc1. The lowest unoccupied orbital energy is 0.2 eV.

Verdict on stability: 2 comes out on top.

--- 1 ---
This record from OMol25 describes a 2-piece molecular cluster, CNO4S overall. The level of theory is wB97M-V/def2-TZVPD.

Geometry as XYZ:
```
7
Properties=species:S:1:pos:R:3:mulliken_charge:R:1
S -1.301 -0.164 0.115 0.7348
O -2.614 -0.184 0.714 -0.5729
O -1.237 0.835 -0.918 -0.5518
O 1.395 1.084 0.483 -0.4142
O 2.204 -0.676 -0.737 -0.4154
N -0.223 -1.079 0.456 -0.5759
C 1.777 0.185 -0.113 0.7954
```

As for the net charge: -1. The gap between HOMO and LUMO comes out at 7.99 eV. The lowest unoccupied orbital energy is 3.8 eV.

--- 2 ---
This record from OMol25 describes a 2-piece molecular cluster, CNO4S overall. The level of theory is wB97M-V/def2-TZVPD.

Geometry as XYZ:
```
7
Properties=species:S:1:pos:R:3:mulliken_charge:R:1
S 3.134 -0.322 0.166 -0.4735
O 1.039 1.323 -0.630 -0.5353
O 0.371 -0.590 0.265 -0.5444
O -1.926 0.555 0.961 -0.4038
O -2.079 -0.952 -0.759 -0.4166
N 1.277 0.218 -0.118 0.5905
C -1.816 -0.232 0.114 0.7831
```

As for the net charge: -1. The gap between HOMO and LUMO comes out at 7.65 eV. The lowest unoccupied orbital energy is 3.6 eV.

Verdict on stability: 1 comes out on top.

--- 1 ---
This record from OMol25 describes one molecule with the formula C7H7NS. The level of theory is wB97M-V/def2-TZVPD.

Geometry as XYZ:
```
16
Properties=species:S:1:pos:R:3:mulliken_charge:R:1
S -1.179 1.625 2.069 -0.1707
N -2.093 -1.812 1.815 -0.4802
C -0.285 -0.400 -1.485 -0.4234
C -0.988 0.550 -0.593 -0.5690
C 0.888 -0.968 -1.161 -0.5434
C -1.521 -0.864 1.460 0.2386
C -0.667 0.233 0.913 0.7981
C 0.783 -0.009 1.217 -0.7615
C 1.437 -0.513 0.159 -0.4067
H -0.825 1.652 -0.686 0.3599
H 1.347 0.328 2.075 0.3869
H 1.310 -1.576 -1.892 0.4591
H -2.214 1.905 1.180 0.1702
H 2.455 -0.802 0.421 0.3350
H -2.126 0.294 -0.691 0.2758
H -0.637 -0.431 -2.515 0.3314
```

The gap between HOMO and LUMO comes out at 9.49 eV. As for the structure (SMILES): N#C[C@@]1(S)C=CC=CC1. The lowest unoccupied orbital energy is 0.2 eV.

--- 2 ---
This record from OMol25 describes one molecule with the formula C7H7NS. The level of theory is wB97M-V/def2-TZVPD.

Geometry as XYZ:
```
16
Properties=species:S:1:pos:R:3:mulliken_charge:R:1
S -2.291 0.740 -0.282 -0.1918
N -0.255 -1.794 0.135 -0.3708
C -1.472 -1.702 0.475 0.1140
C 1.372 -0.126 -0.277 -0.5327
C 0.230 2.244 0.020 -0.3025
C -2.546 -0.895 0.010 -0.4861
C -0.751 1.144 -0.022 0.0202
C 0.576 0.866 0.425 0.1894
C 0.782 -1.348 -0.579 -0.3008
H 0.696 0.637 1.531 0.2375
H 0.581 2.659 -0.992 0.2520
H 1.425 -2.144 -1.089 0.2857
H -1.956 -2.460 1.141 0.2517
H -3.596 -1.076 0.227 0.3306
H 2.495 0.023 -0.555 0.2425
H 0.149 2.862 0.891 0.2611
```

The gap between HOMO and LUMO (alpha / beta) comes out at 7.02 / 7.01 eV. The lowest unoccupied orbital energy (alpha / beta) is -0.4 / -0.4 eV.

--- 3 ---
This record from OMol25 describes a 2-piece molecular cluster, C7H7NS overall. The level of theory is wB97M-V/def2-TZVPD.

Geometry as XYZ:
```
16
Properties=species:S:1:pos:R:3:mulliken_charge:R:1
S -1.915 2.078 0.223 -0.2640
N -2.695 -2.213 -0.248 -0.4777
C 0.334 -0.892 1.010 -0.2877
C -0.392 -1.084 -0.120 0.4392
C 2.001 0.307 -0.242 -0.4209
C 0.063 -0.503 -1.352 -0.1803
C 1.269 0.161 -1.409 -0.6770
C 1.473 -0.227 0.975 -0.2996
C -1.666 -1.687 -0.182 0.0582
H 2.878 0.857 -0.219 0.4486
H -0.646 -0.473 -2.223 0.3256
H -1.723 1.382 1.458 0.1455
H 0.016 -1.385 2.002 0.3046
H 2.225 -0.012 1.826 0.2540
H 1.468 0.640 -2.256 0.4944
H -2.691 3.051 0.756 0.1372
```

The gap between HOMO and LUMO comes out at 9.79 eV. As for the structure (SMILES): N#Cc1ccccc1.S. The lowest unoccupied orbital energy is 0.2 eV.

Verdict on stability: 3 comes out on top.

--- 1 ---
This record from OMol25 describes a 2-piece molecular cluster, C6H13N4O2 overall. The level of theory is wB97M-V/def2-TZVPD.

Geometry as XYZ:
```
25
Properties=species:S:1:pos:R:3:mulliken_charge:R:1
O -0.227 -2.655 -1.353 -0.5443
O -2.133 -1.002 0.257 -0.5508
N 3.639 0.049 0.952 -0.8802
N -1.082 -0.704 -2.237 -0.3226
N 1.053 0.519 1.341 -0.3740
N -0.621 1.233 -0.073 -0.2249
C -0.343 -1.473 -1.463 0.3986
C 0.268 0.379 0.275 0.6032
C -2.347 -0.275 -1.967 -0.5990
C -2.706 0.010 -0.487 -0.2693
C 0.824 -0.691 -0.732 -0.4972
C -1.953 1.445 -0.174 -0.5410
H 1.359 -1.370 -0.055 0.5042
H -2.803 0.587 -2.596 0.3757
H -2.099 2.334 -0.771 0.4306
H -2.614 -1.821 0.573 0.3492
H -2.972 -1.202 -2.285 0.3361
H 1.309 -0.046 -1.563 0.2982
H 0.687 1.292 1.917 0.2696
H 3.572 -0.872 0.545 0.2748
H 2.087 0.398 1.071 0.4112
H -3.729 0.013 -0.375 0.7363
H -2.440 1.590 0.838 0.2806
H 4.100 0.325 1.856 0.2542
H 3.985 0.650 0.186 0.2809
```

As for the net charge: +1. The gap between HOMO and LUMO (alpha / beta) comes out at 7.36 / 8.25 eV. The lowest unoccupied orbital energy (alpha / beta) is -6.0 / -4.9 eV.

--- 2 ---
This record from OMol25 describes an isolated ion of composition C6H13N4O2 and charge +1. The level of theory is wB97M-V/def2-TZVPD.

Geometry as XYZ:
```
25
Properties=species:S:1:pos:R:3:mulliken_charge:R:1
O 0.867 1.296 -0.257 -0.3968
O 3.181 1.097 -0.207 -0.6523
N 3.098 -1.684 -0.312 -0.5452
N -0.196 1.401 0.619 -0.0432
N -1.039 0.356 -0.001 0.1995
N 2.168 0.487 -0.080 0.7754
C -0.543 -0.946 0.308 0.4929
C -1.143 0.589 -1.512 -0.7928
C 2.022 -0.826 -0.004 0.4307
C -1.710 -1.875 0.591 -1.9984
C -0.815 2.693 0.792 -0.9592
C 0.743 -1.381 0.156 -0.4163
H -2.618 -1.449 0.410 0.4317
H 3.157 -2.477 0.260 0.2719
H 4.021 -1.257 -0.285 0.2752
H -0.326 0.029 -1.962 0.3327
H -1.788 2.582 0.536 0.4076
H 0.696 -2.493 0.365 0.2458
H -1.066 1.620 -1.637 0.4475
H -0.373 3.535 0.284 0.3337
H -0.806 2.908 1.834 0.3755
H -2.017 0.346 0.384 0.5537
H -1.622 -2.844 0.112 0.4326
H -2.188 0.390 -1.967 0.3120
H -1.702 -2.095 1.572 0.4856
```

As for the net charge: +1. The gap between HOMO and LUMO (alpha / beta) comes out at 7.92 / 7.92 eV. As for the structure (SMILES): CC1=CC(N)=[N+]([O-])ON(C)[N@H+]1C. The lowest unoccupied orbital energy (alpha / beta) is -3.9 / -3.9 eV.

Verdict on stability: 1 comes out on top.

--- 1 ---
This record from OMol25 describes a 2-piece molecular cluster, C3H10SSi overall. The level of theory is wB97M-V/def2-TZVPD.

Geometry as XYZ:
```
15
Properties=species:S:1:pos:R:3:mulliken_charge:R:1
S -1.793 -1.059 -0.231 -0.2973
Si 1.176 -0.042 -0.010 0.6068
C -1.667 1.522 0.047 -1.3938
C 1.708 -1.764 0.375 -0.8781
C -1.213 0.320 0.774 -0.2121
H 2.363 -2.147 -0.375 0.3432
H -1.038 2.366 0.354 0.3250
H 1.822 0.834 0.919 -0.1303
H -1.516 0.112 1.791 0.3728
H 1.087 0.481 -1.330 -0.1229
H -1.546 1.290 -1.044 0.4007
H -3.040 -0.549 -0.705 0.0958
H -2.660 1.803 0.322 0.3711
H 0.748 -2.539 0.353 0.2234
H 2.031 -1.908 1.443 0.2958
```

The gap between HOMO and LUMO comes out at 8.57 eV. The lowest unoccupied orbital energy is 0.6 eV.

--- 2 ---
This record from OMol25 describes a 2-piece molecular cluster, C3H10SSi overall. The level of theory is wB97M-V/def2-TZVPD.

Geometry as XYZ:
```
15
Properties=species:S:1:pos:R:3:mulliken_charge:R:1
S -1.199 0.799 0.632 -0.2080
Si -2.846 -0.006 -0.424 0.5293
C 1.215 1.694 -0.201 -1.1880
C 1.581 -1.083 1.133 -1.0503
C 0.279 0.582 -0.209 -0.1074
H -2.253 -1.094 -1.161 -0.1180
H 2.169 -0.391 1.635 0.3244
H 2.152 -1.482 0.431 0.4066
H -3.792 0.318 0.550 -0.1291
H -3.351 0.822 -1.422 -0.1498
H 0.375 -0.243 -1.007 0.3630
H 0.863 -1.682 1.711 0.2866
H 2.184 1.570 -0.702 0.3344
H 1.284 2.404 0.739 0.2738
H 0.825 2.409 -0.869 0.4326
```

The gap between HOMO and LUMO (alpha / beta) comes out at 8.33 / 7.82 eV. The lowest unoccupied orbital energy (alpha / beta) is 0.5 / 0.6 eV.

Verdict on stability: 1 comes out on top.

--- 1 ---
This record from OMol25 describes a 2-piece molecular cluster, H2NO3S2 overall. The level of theory is wB97M-V/def2-TZVPD.

Geometry as XYZ:
```
8
Properties=species:S:1:pos:R:3:mulliken_charge:R:1
S 1.715 1.066 -1.102 -0.1054
S -1.180 -0.200 0.687 0.7945
O -2.003 0.951 0.344 -0.5626
O -0.979 -1.043 -0.463 -0.5167
O -1.369 -0.853 1.934 -0.5122
N 1.474 0.428 0.372 -0.4985
H 1.130 0.225 -2.163 0.1159
H 1.214 -0.574 0.390 0.2850
```

As for the net charge: -1. The gap between HOMO and LUMO (alpha / beta) comes out at 7.60 / 6.36 eV. The lowest unoccupied orbital energy (alpha / beta) is 3.4 / 3.3 eV.

--- 2 ---
This record from OMol25 describes an isolated ion of composition H2NO3S2 and charge -1. The level of theory is wB97M-V/def2-TZVPD.

Geometry as XYZ:
```
8
Properties=species:S:1:pos:R:3:mulliken_charge:R:1
S 0.559 -0.780 -0.026 0.7972
S 1.917 1.314 -0.125 -0.5380
O 1.033 -1.986 -0.681 -0.5892
O 0.042 -0.947 1.327 -0.6024
O -0.798 -0.302 -0.916 -0.2175
N -1.203 0.809 -0.172 -0.4957
H -1.132 0.390 0.755 0.3917
H -0.418 1.502 -0.161 0.2541
```

As for the net charge: -1. The gap between HOMO and LUMO comes out at 7.66 eV. As for the structure (SMILES): NOS(=O)(=O)[S-]. The lowest unoccupied orbital energy is 3.2 eV.

Verdict on stability: 1 comes out on top.

--- 1 ---
This record from OMol25 describes a 2-piece molecular cluster, C2HClO4 overall. The level of theory is wB97M-V/def2-TZVPD.

Geometry as XYZ:
```
8
Properties=species:S:1:pos:R:3:mulliken_charge:R:1
Cl 1.224 -1.189 -1.439 -0.2060
O 0.682 1.322 -1.773 -0.3837
O 1.721 2.285 1.139 -0.3398
O -0.577 0.345 -0.227 -0.3476
O 2.945 2.589 -0.745 -0.3490
C 2.360 2.466 0.229 0.7030
C 0.373 0.390 -1.142 0.6091
H -0.737 -0.570 -0.025 0.3139
```

The gap between HOMO and LUMO comes out at 11.93 eV. As for the structure (SMILES): O=C(O)Cl.O=C=O. The lowest unoccupied orbital energy is 0.3 eV.

--- 2 ---
This record from OMol25 describes one molecule with the formula C2HClO4. The level of theory is wB97M-V/def2-TZVPD.

Geometry as XYZ:
```
8
Properties=species:S:1:pos:R:3:mulliken_charge:R:1
Cl 1.613 0.817 -1.437 -0.1629
O -1.323 0.942 -2.939 -0.4645
O 0.152 -1.470 -1.406 -0.1622
O -0.377 0.366 0.009 -0.4478
O -0.555 -1.256 -2.642 -0.1377
C -0.730 0.075 -2.393 0.2836
C 0.110 -0.052 -1.159 0.7319
H 0.143 0.188 0.816 0.3596
```

The gap between HOMO and LUMO comes out at 11.70 eV. As for the structure (SMILES): O=C1OO[C@@]1(O)Cl. The lowest unoccupied orbital energy is 0.3 eV.

Verdict on stability: 1 comes out on top.

--- 1 ---
This record from OMol25 describes a 2-piece molecular cluster, C2H5NO4 overall. The level of theory is wB97M-V/def2-TZVPD.

Geometry as XYZ:
```
12
Properties=species:S:1:pos:R:3:mulliken_charge:R:1
O 0.367 -0.951 -1.601 -0.5350
O -2.020 0.351 0.052 -0.5633
O 0.394 1.486 -0.236 -0.4826
O 2.002 0.273 0.624 -0.5566
N -0.106 -0.584 0.850 -0.1945
C 0.834 0.355 0.366 0.5843
C -1.483 -0.570 0.604 0.2169
H -0.462 -0.929 -2.099 0.2923
H 0.372 -1.464 0.957 0.2428
H -0.573 1.465 -0.128 0.3813
H -1.956 -1.422 1.134 0.3367
H 0.911 -1.662 -1.956 0.2778
```

The gap between HOMO and LUMO comes out at 10.96 eV. As for the structure (SMILES): O=CNC(=O)O.O. The lowest unoccupied orbital energy is 0.3 eV.

--- 2 ---
This record from OMol25 describes a 3-piece molecular cluster, C2H5NO4 overall. The level of theory is wB97M-V/def2-TZVPD.

Geometry as XYZ:
```
12
Properties=species:S:1:pos:R:3:mulliken_charge:R:1
O 1.610 -1.260 0.316 -0.4959
O -0.164 2.493 0.366 -0.5491
O -1.166 -0.986 -1.753 -0.6013
O 1.453 1.171 -0.354 -0.5963
N 0.068 0.501 1.194 -0.0864
C 0.560 -0.750 1.090 -0.0631
C 0.559 1.583 0.386 0.5234
H -1.609 -0.144 -1.984 0.3237
H 0.046 -1.484 1.635 0.4076
H 0.903 -0.187 -0.441 0.5921
H -1.533 -1.755 -2.230 0.2993
H -0.726 0.818 1.773 0.2461
```

The gap between HOMO and LUMO comes out at 10.67 eV. The lowest unoccupied orbital energy is 0.1 eV.

Verdict on stability: 1 comes out on top.